Below is a 17-piece molecular cluster, C48H81FIN17O3S overall, with properties calculated with ωB97M-V/def2-TZVPD.

Structure (XYZ):
```
152
Properties=species:S:1:pos:R:3:lowdin_charge:R:1
C 1.52143 3.00652 1.41034 -0.158
O 2.58300 3.55362 0.65419 -0.195
C 2.78780 3.00609 -0.63709 -0.237
C 4.28007 2.93058 -0.94096 -0.162
C 4.98386 1.60414 -0.59906 -0.182
C 4.50234 0.86868 0.67189 -0.181
C 3.99364 -0.56019 0.45094 -0.202
C 2.68939 -0.69868 -0.34271 -0.202
C 2.84093 -0.69933 -1.86476 -0.212
C 1.56149 -1.09822 -2.60894 -0.200
C 0.71371 0.11388 -3.03720 -0.185
C -0.76319 0.05155 -2.67238 -0.195
C -1.04046 -0.12382 -1.18013 -0.169
C -2.49144 0.19286 -0.80077 -0.161
N -2.79136 1.55553 -0.28485 -0.229
C -2.57551 2.68935 -1.21696 -0.231
C -1.15781 3.29223 -1.33198 -0.723
C -0.77712 3.66935 -2.76504 -0.168
I -0.95367 5.04620 -0.11319 1.021
S -2.42767 1.84380 1.26674 0.568
O -1.06767 1.59091 1.60944 -0.247
O -3.08502 3.02632 1.68966 -0.258
F -3.21924 0.62734 1.88735 -0.151
H 1.83864 2.92858 2.45217 0.096
H 1.25080 2.00723 1.05421 0.056
H 0.63079 3.63998 1.35858 -0.049
H 2.32856 2.01084 -0.69221 0.086
H 2.27927 3.63699 -1.38126 0.108
H 4.42374 3.13752 -2.00625 0.108
H 4.76742 3.74917 -0.40911 0.086
H 6.04525 1.83394 -0.48351 0.089
H 4.92309 0.93246 -1.45703 0.088
H 5.34463 0.80567 1.36610 0.107
H 3.73756 1.44986 1.19214 0.096
H 3.84668 -1.02167 1.43188 0.105
H 4.78110 -1.13369 -0.05431 0.110
H 2.20319 -1.64216 -0.06743 0.111
H 1.99410 0.08832 -0.02344 0.085
H 3.14272 0.28982 -2.22324 0.092
H 3.65495 -1.38258 -2.12076 0.088
H 0.98574 -1.79587 -1.99419 0.083
H 1.84715 -1.65479 -3.50271 0.073
H 1.13832 1.03562 -2.61768 0.097
H 0.77989 0.20307 -4.12130 0.067
H -1.24533 0.96215 -3.03035 0.079
H -1.24538 -0.76843 -3.21866 0.107
H -0.35194 0.47650 -0.57960 0.091
H -0.84555 -1.16197 -0.90043 0.116
H -3.13268 0.08070 -1.67945 0.129
H -2.86681 -0.50895 -0.06123 0.111
H -3.30818 3.45745 -0.96986 0.103
H -2.85335 2.28550 -2.19154 0.117
H -0.42719 2.59431 -0.92560 0.049
H -1.11229 4.67244 -3.02770 0.055
H -1.22238 2.97778 -3.48168 0.068
H 0.30676 3.64861 -2.88008 0.066
C 3.42124 -5.35560 -2.04610 -0.059
C 3.56706 -4.28906 -3.02554 -0.274
N 3.64205 -3.44160 -3.79550 0.156
H 3.96497 -5.10185 -1.13773 0.084
H 2.36265 -5.47209 -1.81390 0.065
H 3.81443 -6.28888 -2.44545 0.082
C -2.50805 -0.40150 4.92274 -0.068
C -1.83642 -0.71741 6.17335 -0.252
N -1.31075 -0.96642 7.16218 0.147
H -1.78782 -0.10520 4.16119 0.073
H -3.05601 -1.26865 4.55373 0.074
H -3.21037 0.41930 5.06199 0.084
C -1.92186 -3.77229 -4.52710 -0.058
C -0.81289 -4.07725 -3.63378 -0.262
N 0.06938 -4.31709 -2.93887 0.160
H -2.00407 -2.69381 -4.65762 0.074
H -1.73960 -4.23226 -5.49792 0.054
H -2.85067 -4.16483 -4.11693 0.055
C 2.90121 0.09915 -7.00962 -0.069
C 1.46246 0.11592 -6.78401 -0.280
N 0.33663 0.12317 -6.55995 0.129
H 3.41309 0.56680 -6.16991 0.084
H 3.25250 -0.92736 -7.09878 0.085
H 3.15777 0.63347 -7.92133 0.049
C -6.36630 -1.33648 5.30928 -0.065
C -5.79508 -2.63985 5.01167 -0.253
N -5.33882 -3.67317 4.80308 0.136
H -5.62232 -0.55130 5.18432 0.071
H -7.20511 -1.12008 4.65050 0.074
H -6.73005 -1.30312 6.33494 0.023
C -10.79703 -1.38666 4.37024 -0.064
C -10.06622 -1.75620 5.57457 -0.269
N -9.49464 -2.04786 6.52605 0.150
H -10.12855 -0.93231 3.64117 0.084
H -11.23608 -2.27133 3.91461 0.051
H -11.58966 -0.68161 4.61351 0.086
C 1.47725 -1.07359 8.79701 -0.103
C 2.85798 -0.81057 9.18218 -0.291
N 3.94540 -0.60430 9.48545 0.114
H 1.32770 -2.13763 8.62647 0.078
H 0.79543 -0.74772 9.57953 0.079
H 1.22240 -0.54252 7.88400 0.054
C -7.39810 -2.53172 9.76047 -0.071
C -7.39627 -1.28404 9.01579 -0.285
N -7.35112 -0.37833 8.31243 0.123
H -6.97934 -2.40424 10.75656 0.084
H -8.40990 -2.92468 9.83854 0.085
H -6.78720 -3.25648 9.22771 0.036
C -5.08519 -5.98988 6.89730 -0.085
C -5.48938 -5.71303 8.27042 -0.266
N -5.81351 -5.46036 9.34253 0.128
H -4.45046 -6.87353 6.86691 0.082
H -5.96546 -6.15959 6.28084 0.076
H -4.54084 -5.13876 6.49211 0.044
C 1.94359 -5.27487 -5.84475 -0.079
C 0.67416 -5.61525 -6.46571 -0.271
N -0.34027 -5.88382 -6.93057 0.131
H 2.72664 -5.16720 -6.59310 0.087
H 1.85143 -4.33838 -5.29958 0.042
H 2.23291 -6.05239 -5.14009 0.080
C 6.85543 6.66547 1.01130 -0.079
C 7.15388 5.38326 0.39083 -0.272
N 7.38979 4.38125 -0.11672 0.144
H 7.76517 7.10230 1.41647 0.059
H 6.45730 7.34965 0.26432 0.075
H 6.12567 6.54435 1.80999 0.084
C 9.95027 7.05973 -2.01940 -0.071
C 9.52918 7.93888 -0.93887 -0.282
N 9.19642 8.64609 -0.09747 0.143
H 10.45822 6.17754 -1.63539 0.085
H 9.07544 6.75298 -2.59066 0.062
H 10.62389 7.59954 -2.68290 0.084
C 7.27038 10.81438 -2.05928 -0.073
C 7.31462 9.57171 -2.81790 -0.284
N 7.35000 8.57490 -3.38517 0.139
H 8.27067 11.06746 -1.71320 0.077
H 6.88778 11.62000 -2.68302 0.081
H 6.62286 10.69250 -1.19333 0.083
C 4.90252 4.14188 -8.02216 -0.065
C 5.14691 2.77245 -8.45738 -0.277
N 5.34704 1.69547 -8.79951 0.135
H 5.83099 4.70894 -8.04777 0.085
H 4.17731 4.61645 -8.68032 0.083
H 4.51552 4.14546 -7.00478 0.083
C -3.51699 -7.91352 -5.52362 -0.064
C -3.76159 -7.07054 -4.36140 -0.277
N -3.95490 -6.41908 -3.43638 0.132
H -3.11518 -8.87317 -5.20332 0.084
H -4.44905 -8.08011 -6.06063 0.083
H -2.79807 -7.43473 -6.18603 0.064
C -10.53318 -5.69547 3.25259 -0.064
C -10.62132 -4.55281 2.35181 -0.286
N -10.69093 -3.65116 1.64514 0.134
H -10.08786 -5.38822 4.19768 0.081
H -11.52657 -6.09831 3.44017 0.084
H -9.91337 -6.47039 2.80574 0.084
```

Calculated values
Net charge   0
Kohn-Sham gap   9.1 eV
2S+1   1
LUMO   0.23 eV